1.
14
Properties=species:S:1:pos:R:3 method="wB97M-V/def2-TZVPD" charge=0 e_lumo_ev=0.538 homo_lumo_gap_ev=9.62 homo_ev=-9.1 smiles=CSS.CN de_lowest_kj_mol=67.1 energy_ev=-25380.0182
C -2.33 0.42 2.39
S -0.64 0.36 3.12
S -0.12 2.37 2.86
H -3.02 0.71 3.17
H -2.48 -0.63 2.15
H -2.33 1.04 1.50
H 0.63 2.29 1.75
C 1.43 -0.41 -2.70
N 1.23 -1.68 -1.96
H 2.47 -0.12 -2.84
H 1.00 0.37 -2.09
H 0.86 -0.54 -3.62
H 1.38 -2.51 -2.51
H 1.91 -1.67 -1.21


2.
110
Properties=species:S:1:pos:R:3 method="wB97M-V/def2-TZVPD" multiplicity=2 charge=0 e_lumo_ev="-0.562 / -0.563" homo_lumo_gap_ev="5.80 / 10.01" homo_ev="-6.4 / -10.6" energy_ev=-72467.3144 s2=0.752
Pb 1.51 0.70 -5.64
O 2.20 2.68 -0.65
C 1.61 1.60 -0.70
O 1.32 0.83 0.28
B 0.72 -0.43 -0.14
O 0.71 -0.31 -1.63
C 1.14 0.84 -1.97
O 1.27 1.27 -3.14
O -0.58 -0.66 0.45
C -0.60 -1.79 1.12
O -1.57 -2.25 1.78
C 0.83 -2.42 1.07
O 1.57 -1.59 0.27
O 1.23 -3.47 1.58
C 0.14 7.33 -3.42
C 1.31 6.31 -3.18
C 0.83 4.86 -3.28
C -0.22 4.48 -2.33
N -1.03 4.14 -1.61
H 0.54 8.33 -3.28
H -0.72 7.14 -2.78
H -0.16 7.26 -4.46
H 1.75 6.54 -2.21
H 2.11 6.54 -3.89
H 1.65 4.15 -3.13
H 0.39 4.59 -4.24
C -1.98 -5.15 4.25
C -1.42 -6.16 3.28
C 0.13 -6.32 3.23
C 0.87 -6.03 4.45
N 1.46 -5.85 5.43
H -3.07 -5.16 4.35
H -1.77 -4.13 3.93
H -1.55 -5.20 5.25
H -1.78 -5.94 2.28
H -1.86 -7.14 3.48
H 0.59 -5.71 2.45
H 0.40 -7.35 2.97
C -3.80 0.54 1.16
C -4.95 1.50 0.96
C -6.06 1.21 1.93
C -6.60 -0.14 1.82
N -6.99 -1.21 1.72
H -3.33 0.54 2.14
H -3.04 0.84 0.45
H -3.99 -0.50 0.89
H -5.30 1.38 -0.06
H -4.57 2.51 1.13
H -6.96 1.79 1.68
H -5.77 1.36 2.96
C 0.30 -4.70 -4.25
C -0.03 -4.22 -2.81
C -0.91 -2.93 -2.80
C -0.53 -1.91 -3.78
N -0.26 -1.08 -4.56
H -0.58 -4.63 -4.89
H 0.68 -5.72 -4.28
H 1.07 -4.13 -4.76
H 0.86 -4.24 -2.18
H -0.62 -4.97 -2.28
H -0.97 -2.47 -1.82
H -1.94 -3.14 -3.09
C 3.50 0.49 2.92
C 4.15 1.83 3.37
C 3.20 3.03 3.35
C 3.89 4.35 3.62
N 4.42 5.35 3.87
H 4.22 -0.32 2.82
H 3.04 0.68 1.95
H 2.68 0.14 3.56
H 4.93 2.11 2.67
H 4.53 1.62 4.37
H 2.41 2.98 4.09
H 2.69 3.12 2.39
C -2.79 5.04 -6.24
C -3.79 3.97 -5.64
C -3.23 3.15 -4.49
C -1.92 2.45 -4.78
N -0.90 1.91 -5.05
H -3.05 5.47 -7.20
H -1.77 4.66 -6.36
H -2.70 5.86 -5.53
H -4.14 3.23 -6.36
H -4.68 4.52 -5.36
H -3.93 2.42 -4.10
H -3.14 3.82 -3.63
C 0.44 -2.18 5.04
C 0.36 -0.90 5.82
C -1.03 -0.48 6.32
C -1.93 -1.56 6.84
N -2.62 -2.40 7.21
H -0.34 -2.14 4.28
H 0.29 -2.97 5.77
H 1.41 -2.23 4.56
H 0.69 -0.04 5.24
H 1.07 -0.91 6.66
H -1.49 -0.04 5.43
H -0.93 0.29 7.09
C 4.96 -0.31 -1.09
C 4.89 -1.86 -1.11
C 3.82 -2.58 -2.00
C 3.29 -1.86 -3.19
N 2.87 -1.27 -4.09
H 5.16 0.21 -2.03
H 5.85 -0.05 -0.50
H 4.08 0.09 -0.59
H 4.82 -2.34 -0.13
H 5.88 -2.11 -1.50
H 2.96 -2.92 -1.43
H 4.24 -3.54 -2.30


3.
132
Properties=species:S:1:pos:R:3 method="wB97M-V/def2-TZVPD" multiplicity=2 charge=+3 e_lumo_ev="-7.966 / -12.074" homo_lumo_gap_ev="6.04 / 1.89" homo_ev="-14.0 / -14.0" energy_ev=-170655.2428 s2=1.201
Tc -0.28 -0.63 -0.15
Se 2.64 3.36 -6.61
N 3.34 2.11 -5.60
C 2.49 1.79 -4.64
C 2.70 0.75 -3.67
C 3.83 -0.06 -3.65
C 3.86 -1.13 -2.78
C 2.77 -1.34 -1.94
N 1.74 -0.52 -1.89
C 1.67 0.50 -2.74
C 0.46 1.29 -2.70
N -0.46 1.01 -1.75
C -1.62 1.67 -1.82
C -1.92 2.64 -2.77
C -0.97 2.97 -3.71
C 0.24 2.28 -3.69
C 1.27 2.52 -4.66
N 1.18 3.40 -5.65
H 4.64 0.14 -4.33
H 4.70 -1.81 -2.75
H 2.71 -2.20 -1.29
H -2.37 1.42 -1.09
H -2.88 3.12 -2.74
H -1.13 3.73 -4.46
C -0.14 1.73 2.90
N 1.29 1.71 2.75
C 1.89 0.42 2.73
P 1.96 -0.35 0.99
C 3.24 0.83 0.40
C 2.87 1.92 -0.39
C 3.81 2.84 -0.80
C 5.13 2.73 -0.39
C 5.50 1.67 0.43
C 4.57 0.72 0.81
C 2.89 -1.86 1.48
C 4.00 -2.31 0.76
C 4.68 -3.45 1.14
C 4.27 -4.18 2.25
C 3.17 -3.74 2.98
C 2.49 -2.60 2.60
C 2.01 2.83 3.18
C 1.69 4.10 2.68
C 2.32 5.22 3.18
C 3.26 5.12 4.19
C 3.59 3.86 4.68
C 2.99 2.72 4.18
P -1.24 1.04 1.50
C -2.64 0.49 2.54
C -3.05 1.25 3.64
C -4.11 0.82 4.42
C -4.82 -0.32 4.09
C -4.43 -1.06 2.98
C -3.34 -0.68 2.23
C -1.88 2.65 0.92
C -3.21 3.05 1.05
C -3.59 4.33 0.71
C -2.66 5.23 0.21
C -1.35 4.82 0.00
C -0.96 3.54 0.34
H -0.45 2.77 3.05
H -0.42 1.16 3.80
H 1.37 -0.27 3.40
H 2.94 0.49 3.02
H 1.83 2.03 -0.67
H 3.52 3.66 -1.44
H 5.86 3.46 -0.69
H 6.52 1.59 0.77
H 4.89 -0.10 1.44
H 4.37 -1.74 -0.08
H 5.55 -3.77 0.59
H 4.80 -5.07 2.55
H 2.86 -4.29 3.85
H 1.66 -2.28 3.21
H 0.96 4.19 1.90
H 2.07 6.19 2.77
H 3.72 6.00 4.60
H 4.30 3.77 5.49
H 3.22 1.77 4.63
H -2.56 2.18 3.90
H -4.39 1.40 5.29
H -5.66 -0.63 4.68
H -4.98 -1.95 2.71
H -3.01 -1.28 1.40
H -3.95 2.36 1.44
H -4.61 4.64 0.84
H -2.95 6.24 -0.02
H -0.63 5.51 -0.42
H 0.05 3.20 0.17
C -0.89 -2.07 3.34
C -0.78 -2.96 2.15
C -0.99 -4.32 2.32
C -0.85 -5.19 1.24
C -0.47 -4.68 0.03
C -0.30 -3.29 -0.11
N -0.46 -2.45 0.95
N 0.03 -2.62 -1.22
Si 0.37 -3.50 -2.72
C 0.83 -2.37 -4.19
C -1.20 -4.42 -3.34
C 1.80 -4.74 -2.50
H -1.92 -2.03 3.69
H -0.59 -1.06 3.08
H -0.29 -2.45 4.16
H -1.27 -4.70 3.29
H -1.01 -6.25 1.36
H -0.33 -5.32 -0.82
H 0.48 -1.35 -4.14
H 0.40 -2.81 -5.08
H 1.91 -2.34 -4.34
H -1.85 -3.75 -3.91
H -1.79 -4.88 -2.56
H -0.89 -5.20 -4.03
H 2.58 -4.41 -1.81
H 2.27 -4.90 -3.46
H 1.47 -5.71 -2.14
C -2.48 -1.04 -3.15
C -3.05 -0.93 -1.77
O -2.32 -0.90 -0.76
C -4.49 -0.82 -1.63
C -5.39 -1.32 -2.59
C -6.75 -1.20 -2.39
C -7.24 -0.58 -1.25
C -6.37 -0.07 -0.30
C -5.01 -0.18 -0.49
H -1.39 -1.10 -3.09
H -2.79 -0.18 -3.74
H -2.86 -1.93 -3.63
H -5.02 -1.83 -3.47
H -7.43 -1.59 -3.13
H -8.31 -0.50 -1.10
H -6.75 0.42 0.58
H -4.32 0.24 0.22


4.
9
Properties=species:S:1:pos:R:3 method="wB97M-V/def2-TZVPD" charge=0 e_lumo_ev=-0.242 homo_lumo_gap_ev=8.77 homo_ev=-9.0 de_lowest_kj_mol=0.0 energy_ev=-35944.2538
C 0.52 0.31 -1.86
C -0.35 -0.06 0.32
C -0.10 -0.37 1.61
O -0.31 1.09 -2.18
O 0.62 -0.22 -0.62
Cl -2.00 0.15 -0.16
I 1.88 -0.75 2.17
I -1.53 -0.13 3.17
H 1.28 -0.02 -2.45


5.
9
Properties=species:S:1:pos:R:3 method="wB97M-V/def2-TZVPD" charge=0 e_lumo_ev=0.372 homo_lumo_gap_ev=9.50 homo_ev=-9.1 smiles="N=C=C(O)C=O" de_lowest_kj_mol=236.1 energy_ev=-8742.6838
N -1.72 -0.75 1.44
C -1.04 -0.37 0.50
C -0.20 0.09 -0.42
O -0.28 -0.20 -1.74
C 1.00 0.77 0.06
O 1.91 1.00 -0.71
H -1.31 -1.60 1.83
H 0.60 0.05 -2.09
H 1.05 1.00 1.14


6.
14
Properties=species:S:1:pos:R:3 method="wB97M-V/def2-TZVPD" charge=0 e_lumo_ev=0.446 homo_lumo_gap_ev=8.52 homo_ev=-8.1 de_lowest_kj_mol=225.3 energy_ev=-18528.1358
C 1.27 -0.40 0.16
N 0.24 0.02 -0.71
N 0.64 0.29 -2.02
C -1.04 0.10 -0.38
N -1.64 -0.15 0.76
C -1.21 -0.01 2.00
S -0.40 1.32 2.56
H 1.64 0.41 0.79
H 0.99 -1.25 0.81
H 2.13 -0.70 -0.45
H 0.38 1.22 -2.30
H 0.19 -0.33 -2.70
H -1.69 0.31 -1.21
H -1.50 -0.82 2.70